No. 1
The following is a quantum chemistry calculation of C4H6N2 in the gas phase at a distorted geometry, from OMol25.

Output
Orbital gap = 8.492 eV
Largest force on an atom = 0.099 hartree/bohr
HOMO = -7.51 eV
Net charge = 0
Energy relative to the best compared isomer or geometry (same formula, charge and spin) = 359.7 kJ/mol

Bonds (Å) are listed after each position.
Geometry (Å):
1 C -1.618 0.801 0.466  C2 1.392, N5 1.377, H7 1.067
2 C -0.242 0.785 0.673  C1 1.392, N6 1.316, H8 1.097
3 C -1.264 -0.949 -0.849  N5 1.195, H9 1.104
4 C 1.800 -0.359 -0.101  N6 1.402, H10 1.100, H11 1.051, H12 1.116
5 N -2.054 -0.164 -0.413  C1 1.377, C3 1.195
6 N 0.431 -0.058 -0.081  C2 1.316, C4 1.402
7 H -2.447 1.360 0.837  C1 1.067
8 H 0.257 1.642 1.141  C2 1.097
9 H -0.988 -1.761 -1.544  C3 1.104
10 H 1.827 -1.133 -0.882  C4 1.100
11 H 2.252 0.588 -0.162  C4 1.051
12 H 2.047 -0.752 0.914  C4 1.116

No. 2
The following is a quantum chemistry calculation of C4H6N2 in the gas phase, from OMol25.

Output
Orbital gap = 10.022 eV
Largest force on an atom = 0.005 hartree/bohr
Structure (SMILES) = Cc1ccn[nH]1
HOMO = -9.05 eV
Net charge = 0
Energy relative to the best compared isomer or geometry (same formula, charge and spin) = 46.7 kJ/mol

Bonds (Å) are listed after each position.
Geometry (Å):
1 C -1.735 -0.181 -0.040  C2 1.496, H7 1.095, H8 1.095, H9 1.094
2 C -0.249 -0.014 -0.011  C1 1.496, C3 1.379, N6 1.356
3 C 0.782 -0.929 -0.010  C2 1.379, C4 1.411, H10 1.081
4 C 1.958 -0.150 0.033  C3 1.411, N5 1.324, H11 1.083
5 N 1.690 1.147 0.057  C4 1.324, N6 1.341
6 N 0.350 1.202 0.027  C2 1.356, N5 1.341, H12 1.008
7 H -2.247 0.725 0.297  C1 1.095
8 H -2.099 -0.419 -1.045  C1 1.095
9 H -2.034 -0.997 0.624  C1 1.094
10 H 0.692 -2.006 -0.033  C3 1.081
11 H 2.988 -0.483 0.056  C4 1.083
12 H -0.097 2.105 0.047  N6 1.008